1.
C5H10O | ωB97M-V/def2-TZVPD

```
16
Properties=species:S:1:pos:R:3:forces:R:3:mulliken_charge:R:1
C -0.7592 1.7835 1.0836 -0.1 -0.1 0.4 -1.07
C 0.4469 0.8556 0.7347 -0.1 1.3 0.1 -0.50
C 0.0366 -0.5420 0.3694 0.2 0.0 -1.1 0.28
C -0.4565 -0.8038 -1.0852 0.9 0.3 -0.2 -0.70
C 0.8175 -1.6835 -1.1901 -0.1 0.3 -1.1 -0.38
O 1.2313 -1.3315 0.1204 -0.2 -0.3 0.7 -0.45
H -1.4589 1.9129 0.2218 0.5 -0.2 0.7 0.28
H -0.4716 2.8028 1.4561 0.0 -0.9 -0.6 0.33
H -1.2970 1.3133 1.9433 0.1 0.3 -0.7 0.29
H 1.0888 0.7828 1.6270 0.0 0.1 -0.3 0.29
H 1.0615 1.2806 -0.1040 -0.5 -0.4 0.7 0.24
H -0.6253 -1.0098 1.1025 0.2 0.0 0.2 0.36
H -1.4073 -1.2871 -1.1845 -0.4 -0.4 0.0 0.32
H -0.4475 0.0477 -1.7791 0.1 0.0 0.4 0.23
H 1.5732 -1.3708 -1.9349 -0.3 0.1 0.2 0.23
H 0.6675 -2.7507 -1.3809 -0.2 -0.1 0.5 0.25
```
Positions in Å, forces in eV/Å.

The multiplicity is 1. The net charge is 0. As for the energy above the lowest of the compared OMol25 structures with the same formula, charge and spin: 1.310 eV. Its HOMO energy is -0.35107 Ha.


2.
C5H10O | ωB97M-V/def2-TZVPD

```
16
Properties=species:S:1:pos:R:3:forces:R:3:mulliken_charge:R:1
C 2.6730 -0.1526 -0.2229 0.3 -0.3 -0.1 -0.55
O 1.4669 0.3285 -0.4457 0.0 0.3 -0.2 -0.24
C 0.3501 -0.1395 0.0064 -0.4 -0.3 0.1 -0.48
C -0.8838 0.5889 -0.3270 0.2 0.1 0.0 0.13
C -2.1683 0.1976 0.3514 -0.1 0.0 0.2 -0.64
C -1.9926 -0.0898 -1.1080 -0.1 -0.1 -0.2 -0.57
H 2.1178 0.1781 1.8030 -0.1 0.0 0.1 0.02
H 2.7600 -1.2035 0.0354 0.0 0.1 0.0 0.32
H 3.4528 0.3807 -0.7468 -0.1 -0.1 0.1 0.22
H 0.3383 -1.1610 0.3848 0.0 0.1 0.0 0.43
H 1.3653 0.1849 1.9727 0.1 0.0 0.0 0.03
H -0.7303 1.6475 -0.5222 0.0 -0.2 0.0 0.33
H -2.8477 0.9907 0.6489 0.1 -0.1 -0.1 0.25
H -2.1312 -0.6403 1.0437 0.0 0.1 -0.1 0.25
H -1.8322 -1.1218 -1.4089 0.0 0.2 0.1 0.25
H -2.5465 0.5085 -1.8260 0.1 -0.1 0.1 0.25
```
Positions in Å, forces in eV/Å.

The multiplicity is 1. The net charge is 0. As for the energy above the lowest of the compared OMol25 structures with the same formula, charge and spin: 5.299 eV. Its HOMO energy (alpha / beta) is -0.26509 / -0.25568 Ha.


3.
C5H10O | ωB97M-V/def2-TZVPD

```
16
Properties=species:S:1:pos:R:3:forces:R:3:mulliken_charge:R:1
C -0.9987 -0.5876 -0.2338 1.4 -1.6 0.9 0.48
C 0.4084 -0.0861 -0.6138 -0.4 0.3 0.0 0.67
C -1.5628 -0.3421 1.1025 -0.4 0.8 0.7 -0.92
C 0.3993 1.4399 -0.7185 0.1 -0.2 0.0 -1.44
C 1.4819 -0.5926 0.3507 -0.2 0.0 -0.1 -1.50
O -2.0699 -0.2653 -0.9323 -0.9 0.2 -0.4 -0.56
H -0.9657 -1.7189 -0.0692 0.3 0.4 -0.7 0.23
H 0.5925 -0.5032 -1.6089 0.1 0.0 0.0 0.26
H -2.3131 0.4247 1.2608 0.3 0.2 -0.1 0.31
H -1.4545 -1.0740 1.8981 -0.2 -0.2 -0.2 0.27
H -0.4106 1.7710 -1.3682 0.0 0.0 0.0 0.36
H 1.3464 1.8014 -1.1237 0.0 0.0 0.0 0.39
H 0.2606 1.8922 0.2675 0.0 0.0 0.0 0.33
H 2.4746 -0.3013 0.0038 0.0 0.0 0.0 0.40
H 1.4705 -1.6825 0.4342 0.0 0.0 0.0 0.38
H 1.3411 -0.1755 1.3508 0.0 0.0 0.0 0.34
```
Positions in Å, forces in eV/Å.

The multiplicity is 1. The net charge is 0. As for the energy above the lowest of the compared OMol25 structures with the same formula, charge and spin: 4.009 eV. Its HOMO energy (alpha / beta) is -0.36087 / -0.33610 Ha.


4.
C5H10O | ωB97M-V/def2-TZVPD

```
16
Properties=species:S:1:pos:R:3:forces:R:3:mulliken_charge:R:1
C 1.8135 -0.0743 0.4631 0.7 0.2 -0.3 -0.70
O 0.5617 0.0209 1.0388 0.8 0.7 0.1 -0.36
C -0.5691 0.2074 0.2105 0.6 -0.6 0.1 0.42
C -0.5594 1.6907 -0.3227 -0.4 -0.3 0.3 -1.07
C -0.9439 -0.8453 -0.7856 0.1 -0.3 -0.3 -0.56
C -1.0107 -1.3825 0.5790 -1.0 0.2 0.1 -0.39
H 2.4229 -0.6468 1.1691 0.2 0.2 -0.2 0.23
H 1.7864 -0.6031 -0.5013 0.1 0.1 0.1 0.28
H 2.2046 0.9346 0.3392 0.6 0.0 -0.3 0.27
H -1.4497 2.0514 -0.8488 -0.1 -0.4 0.3 0.39
H -0.2881 2.4371 0.4340 -0.2 -0.4 0.1 0.30
H 0.2514 1.7457 -1.0873 -0.4 -0.4 0.5 0.27
H -1.9531 -0.6933 -1.1685 0.3 0.5 -0.3 0.28
H -0.2397 -1.2001 -1.5303 0.0 -0.4 0.0 0.22
H -0.1571 -2.0478 0.8276 -0.5 1.1 0.4 0.14
H -1.8697 -1.5949 1.1832 -0.8 -0.2 -0.5 0.27
```
Positions in Å, forces in eV/Å.

The multiplicity is 1. The net charge is 0. As for the energy above the lowest of the compared OMol25 structures with the same formula, charge and spin: 4.500 eV. Its HOMO energy is -0.30001 Ha.


5.
C5H10O | ωB97M-V/def2-TZVPD

```
16
Properties=species:S:1:pos:R:3:forces:R:3:mulliken_charge:R:1
C -2.2101 0.0836 0.2651 0.0 0.0 0.0 -1.38
C -0.9750 -0.4954 -0.3854 -0.3 -0.2 0.1 0.41
C 0.2210 -0.8905 0.4906 0.0 0.0 0.1 -0.71
C 1.0311 -0.0806 -0.5310 0.4 -0.1 0.1 0.41
C 2.0089 0.9596 -0.0365 0.0 0.0 0.0 -1.37
O -0.1766 0.4851 -1.0774 0.0 0.1 -0.1 -0.46
H -2.6537 -0.6537 0.9448 0.1 0.1 -0.1 0.34
H -1.9538 0.9816 0.8364 0.0 -0.1 0.0 0.30
H -2.9602 0.3508 -0.4865 0.1 0.0 0.1 0.34
H -1.2575 -1.3025 -1.0785 0.1 0.1 0.1 0.29
H 0.4437 -1.9549 0.5957 0.0 0.2 0.0 0.30
H 0.1942 -0.4148 1.4776 0.0 -0.1 -0.1 0.26
H 1.5137 -0.7282 -1.2796 -0.1 0.1 0.1 0.29
H 2.3915 1.5593 -0.8688 -0.1 -0.1 0.1 0.34
H 1.5232 1.6296 0.6804 0.1 -0.1 -0.1 0.30
H 2.8596 0.4710 0.4532 -0.1 0.1 -0.1 0.35
```
Positions in Å, forces in eV/Å.

The multiplicity is 1. The net charge is 0. As for the energy above the lowest of the compared OMol25 structures with the same formula, charge and spin: 0.902 eV. Its HOMO energy is -0.35086 Ha.


6.
C5H10O | ωB97M-V/def2-TZVPD

```
16
Properties=species:S:1:pos:R:3:forces:R:3:mulliken_charge:R:1
C -1.6436 -1.4954 0.4853 -0.1 -0.1 0.1 -1.06
C -0.7166 -1.3161 -0.7182 -0.2 0.0 -0.1 -0.13
C -0.5422 0.1669 -0.9302 0.3 -0.4 0.0 -0.39
C 0.7832 1.6867 0.7325 0.0 0.2 0.0 -0.89
C 1.5257 1.1200 -0.4677 0.3 0.3 0.3 -0.20
O 0.7197 0.3110 -1.3301 -0.2 -0.3 0.1 -0.14
H -2.5674 -0.9313 0.3335 0.1 -0.2 0.0 0.29
H -1.1754 -1.1096 1.4016 -0.1 -0.1 -0.2 0.29
H -1.8757 -2.5502 0.6531 0.0 0.1 0.0 0.35
H -1.1121 -1.7899 -1.6228 -0.2 0.0 0.0 0.28
H 0.2760 -1.7518 -0.5201 -0.3 0.0 -0.2 0.22
H 0.1136 0.9439 1.1815 0.2 0.1 -0.1 0.18
H 1.5204 1.9801 1.4836 0.0 0.1 -0.1 0.35
H 0.1601 2.5406 0.4637 0.1 -0.1 0.1 0.30
H 2.2663 0.3888 -0.1293 0.1 0.3 0.1 0.24
H 2.0407 1.8907 -1.0415 -0.1 0.0 -0.1 0.30
```
Positions in Å, forces in eV/Å.

The multiplicity is 1. The net charge is 0. As for the energy above the lowest of the compared OMol25 structures with the same formula, charge and spin: 3.885 eV. Its HOMO energy is -0.29212 Ha.


net charge of number 2 (C5H10O)?
0